No. 1
{"formula": "C3H4O2", "method": "ωB97M-V/def2-TZVPD", "multiplicity": 1, "charge": 0, "lumo_ev": 0.5447, "fmax_ev_per_a": 1.21, "smiles": "C=C=O.C=O", "molar_mass_g_mol": 72.06, "relative_energy_ev": 1.892, "elements": ["C", "C", "O", "H", "H", "C", "O", "H", "H"], "xyz": [[1.46044, -0.28536, -0.09112], [1.38918, 1.02667, -0.16030], [1.32937, 2.19552, -0.19250], [2.38208, -0.70957, 0.28812], [0.64812, -0.91143, -0.45706], [-1.82320, -0.32452, 0.16596], [-1.51249, -1.06228, -0.73879], [-1.07168, 0.05073, 0.87492], [-2.86259, 0.02358, 0.31318]], "atomic_forces_ev_per_a": [[0.0884, 0.2989, -0.0532], [-0.0292, 0.6279, 0.0327], [0.0158, -1.2058, -0.0121], [-0.1184, 0.0306, -0.0332], [0.2229, 0.2454, 0.0380], [-0.0032, -0.2563, -0.5053], [-0.3046, 0.3589, 0.4753], [0.0535, 0.0237, 0.1216], [0.0748, -0.1233, -0.0638]]}



No. 2
{"formula": "H5OS2", "method": "ωB97M-V/def2-TZVPD", "multiplicity": 1, "charge": 1, "lumo_ev": -5.0551, "fmax_ev_per_a": 5.55, "molar_mass_g_mol": 85.17, "relative_energy_ev": 1.013, "elements": ["O", "H", "H", "H", "S", "S", "H", "H"], "xyz": [[0.99186, 0.75387, -1.85670], [0.98536, 1.70509, -1.81806], [1.52236, 0.45757, -2.69565], [-1.28169, -0.97570, -0.15282], [-0.71929, 0.14019, 2.35467], [-0.34193, -1.13925, 0.92177], [-1.92872, -0.10658, 2.90019], [0.77206, -0.83519, 0.34660]], "atomic_forces_ev_per_a": [[1.2396, -1.9233, -1.8413], [0.2139, 0.5440, -0.3361], [-1.5190, 1.2191, 2.3935], [1.4439, 0.3605, 0.9732], [0.9197, 3.3684, 1.6034], [-3.6586, -3.8974, -1.4936], [-0.0560, -1.1587, -0.6340], [1.4165, 1.4875, -0.6651]]}



No. 3
{"formula": "C48H132N12O12", "method": "ωB97M-V/def2-TZVPD", "multiplicity": 1, "charge": 0, "lumo_ev": 0.5456, "fmax_ev_per_a": 3.15, "smiles": "COC[C@H](C)N.COC[C@H](C)N.COC[C@H](C)N.COC[C@H](C)N.COC[C@H](C)N.COC[C@H](C)N.COC[C@H](C)N.COC[C@H](C)N.COC[C@H](C)N.COC[C@H](C)N.COC[C@H](C)N.COC[C@H](C)N", "molar_mass_g_mol": 1069.66, "relative_energy_ev": 3.895, "elements": ["C", "O", "C", "C", "C", "N", "H", "H", "H", "H", "H", "H", "H", "H", "H", "H", "H", "C", "O", "C", "C", "C", "N", "H", "H", "H", "H", "H", "H", "H", "H", "H", "H", "H", "C", "O", "C", "C", "C", "N", "H", "H", "H", "H", "H", "H", "H", "H", "H", "H", "H", "C", "O", "C", "C", "C", "N", "H", "H", "H", "H", "H", "H", "H", "H", "H", "H", "H", "C", "O", "C", "C", "C", "N", "H", "H", "H", "H", "H", "H", "H", "H", "H", "H", "H", "C", "O", "C", "C", "C", "N", "H", "H", "H", "H", "H", "H", "H", "H", "H", "H", "H", "C", "O", "C", "C", "C", "N", "H", "H", "H", "H", "H", "H", "H", "H", "H", "H", "H", "C", "O", "C", "C", "C", "N", "H", "H", "H", "H", "H", "H", "H", "H", "H", "H", "H", "C", "O", "C", "C", "C", "N", "H", "H", "H", "H", "H", "H", "H", "H", "H", "H", "H", "C", "O", "C", "C", "C", "N", "H", "H", "H", "H", "H", "H", "H", "H", "H", "H", "H", "C", "O", "C", "C", "C", "N", "H", "H", "H", "H", "H", "H", "H", "H", "H", "H", "H", "C", "O", "C", "C", "C", "N", "H", "H", "H", "H", "H", "H", "H", "H", "H", "H", "H"], "xyz": [[6.40895, 27.22438, 17.88710], [5.81645, 28.36354, 18.36606], [4.74043, 28.24350, 19.23109], [4.21992, 29.64758, 19.56164], [2.87917, 29.64891, 20.36003], [3.95686, 30.42329, 18.37700], [7.02597, 27.56121, 17.07719], [5.62179, 26.48594, 17.53039], [7.05002, 26.75751, 18.63071], [4.02307, 27.55261, 18.76822], [5.09509, 27.85883, 20.17237], [5.01886, 30.15405, 20.16056], [2.86749, 28.84470, 21.11427], [2.01141, 29.51457, 19.71773], [2.72942, 30.62849, 20.88270], [3.69947, 31.35071, 18.59132], [4.76074, 30.46882, 17.79337], [0.30410, 21.50778, 22.11553], [0.56822, 20.53047, 23.11116], [1.85556, 20.53712, 23.64045], [1.98224, 19.31698, 24.50844], [3.20452, 19.38581, 25.46450], [2.05433, 18.09242, 23.76648], [0.98247, 21.54179, 21.24203], [0.36731, 22.49504, 22.55277], [-0.72431, 21.41539, 21.72395], [2.67142, 20.59598, 22.86450], [1.93585, 21.42962, 24.28426], [1.05436, 19.35154, 25.11631], [3.16674, 18.39648, 25.86699], [3.12382, 20.09635, 26.28847], [4.20970, 19.44566, 25.02351], [2.63679, 18.23778, 22.93001], [1.15455, 17.82720, 23.41242], [4.76704, 14.71157, 20.61145], [3.88601, 15.40879, 19.73876], [3.22918, 16.50336, 20.31109], [2.56286, 17.40378, 19.28838], [1.94276, 18.54000, 20.03422], [1.55821, 16.63462, 18.48932], [5.12599, 13.76165, 20.19938], [4.24061, 14.58925, 21.56530], [5.66583, 15.27925, 20.81886], [2.60770, 16.08679, 21.03613], [3.93887, 17.04674, 20.90034], [3.35565, 17.81509, 18.63903], [2.64290, 19.13377, 20.63685], [1.17721, 18.07686, 20.69038], [1.44952, 19.21914, 19.32378], [1.42741, 16.95658, 17.58208], [1.92149, 15.69522, 18.46110], [-2.35473, 26.04415, 15.15231], [-1.67531, 24.78973, 15.07490], [-2.46583, 23.78450, 15.72672], [-3.65732, 23.28899, 14.90204], [-4.25433, 22.07922, 15.56658], [-3.16364, 22.93294, 13.56043], [-1.65270, 26.86462, 14.80646], [-2.81547, 26.21165, 16.16059], [-3.26499, 26.06374, 14.61992], [-1.78141, 23.00411, 15.93018], [-2.72831, 24.09286, 16.72657], [-4.41645, 24.09535, 14.82116], [-4.56777, 22.42697, 16.53320], [-3.52621, 21.30503, 15.62595], [-5.22398, 21.80279, 15.11779], [-3.90502, 22.63292, 12.95200], [-2.78506, 23.74640, 13.16764], [4.60134, 25.97306, 14.29107], [3.38953, 26.69439, 14.43146], [3.21990, 27.06518, 15.78297], [1.86866, 27.82549, 15.86731], [1.78823, 28.80971, 14.69038], [1.69604, 28.49177, 17.15776], [5.45222, 26.53442, 14.59529], [4.72238, 25.71715, 13.24345], [4.53554, 25.03380, 14.89707], [3.15934, 26.24843, 16.53643], [4.02708, 27.76086, 16.07032], [1.03600, 27.09949, 15.79613], [2.68386, 29.47304, 14.74228], [0.86018, 29.43985, 14.86096], [1.80758, 28.33779, 13.70579], [2.45324, 29.18647, 17.31741], [1.73662, 27.78345, 17.90487], [-2.02996, 29.28708, 13.21610], [-2.68531, 30.09358, 14.21342], [-1.84724, 30.61310, 15.24387], [-1.67263, 29.63141, 16.38779], [-3.01760, 29.24964, 16.95709], [-0.85766, 30.27127, 17.38972], [-2.71130, 28.50965, 12.94199], [-1.09070, 28.82311, 13.58049], [-1.92018, 29.97681, 12.41339], [-0.82704, 30.89704, 14.84966], [-2.30297, 31.52419, 15.69216], [-1.22071, 28.69659, 15.97602], [-3.61903, 30.08699, 17.38917], [-2.88878, 28.46276, 17.70901], [-3.63919, 28.83843, 16.15392], [0.11570, 30.15210, 17.11883], [-0.94820, 29.82224, 18.30233], [-5.22645, 27.31985, 21.72311], [-3.98801, 28.00390, 21.50198], [-4.09280, 29.32333, 20.98750], [-2.73275, 29.78664, 20.45167], [-1.77417, 29.86773, 21.63420], [-2.85978, 31.11267, 19.75552], [-5.90463, 27.87587, 22.46547], [-5.06291, 26.36144, 22.17955], [-5.87273, 27.27983, 20.81973], [-4.77721, 29.37204, 20.17411], [-4.33245, 30.05999, 21.75302], [-2.33806, 29.05656, 19.73979], [-2.13725, 30.57418, 22.47333], [-0.70804, 30.05201, 21.34059], [-1.70384, 28.85520, 22.04121], [-2.55233, 31.80343, 20.44881], [-2.13430, 31.14146, 19.02862], [0.70273, 21.83775, 18.54667], [0.77889, 23.09901, 19.14925], [-0.26673, 23.86417, 18.78044], [0.07906, 25.28933, 19.25706], [-1.13771, 26.14331, 19.19452], [1.24164, 25.79805, 18.54597], [-0.11111, 21.20237, 18.95520], [1.59682, 21.32007, 18.72885], [0.60925, 21.94458, 17.47848], [-0.33347, 23.93929, 17.67054], [-1.27726, 23.47135, 19.07950], [0.38701, 25.25035, 20.33227], [-1.10948, 27.13493, 19.68973], [-1.92585, 25.58493, 19.75896], [-1.52668, 26.30968, 18.18071], [1.13161, 25.83902, 17.57372], [2.05295, 25.21514, 18.66779], [-3.06139, 20.29511, 18.57644], [-2.49662, 19.74596, 19.73188], [-3.37720, 19.48104, 20.75653], [-2.81731, 18.33667, 21.51441], [-3.74604, 17.96653, 22.69942], [-1.46548, 18.40788, 21.96901], [-2.29760, 20.97236, 18.10137], [-3.91931, 20.89752, 18.89450], [-3.45151, 19.58070, 17.82836], [-3.56597, 20.49001, 21.31228], [-4.37058, 19.10017, 20.46284], [-2.85607, 17.44662, 20.85347], [-3.61180, 18.67823, 23.56535], [-3.47708, 16.98371, 23.03764], [-4.77982, 18.01948, 22.36380], [-0.82347, 18.43311, 21.21203], [-1.22426, 19.14147, 22.60487], [-4.58733, 25.66030, 18.13346], [-5.14397, 24.81856, 19.17496], [-6.50862, 24.74047, 18.97580], [-7.26235, 24.18950, 20.15902], [-6.66205, 22.74325, 20.56374], [-8.70573, 24.27391, 19.96414], [-4.95052, 26.67348, 18.25074], [-5.02857, 25.39745, 17.20466], [-3.55148, 25.65661, 18.11531], [-6.79730, 25.77503, 18.80812], [-6.73447, 24.08432, 18.08278], [-6.96354, 24.85279, 20.99619], [-5.54510, 22.73531, 20.39005], [-6.95245, 21.92490, 19.85262], [-6.98840, 22.41477, 21.56112], [-8.91136, 25.24465, 19.90703], [-9.30876, 23.91184, 20.69329], [4.14869, 23.27771, 17.46846], [4.23703, 24.19046, 18.59018], [4.63099, 23.48482, 19.76559], [4.40397, 24.29552, 20.96743], [4.55716, 23.49189, 22.24036], [3.21006, 25.08856, 21.12896], [3.48675, 22.42311, 17.77887], [5.15989, 22.88514, 17.23549], [3.60950, 23.82022, 16.72524], [3.96064, 22.59536, 19.88152], [5.64540, 23.09650, 19.76447], [5.10974, 25.11695, 20.89967], [5.49176, 22.90126, 22.29117], [3.76942, 22.76794, 22.30080], [4.50687, 24.18126, 23.10244], [2.38006, 24.44957, 21.15898], [3.03793, 25.86758, 20.48904], [0.57990, 19.26044, 15.93098], [1.00672, 20.29755, 15.15438], [0.17575, 20.46507, 14.00796], [0.65699, 21.59579, 13.11499], [0.88728, 22.81694, 13.99988], [-0.19525, 21.89476, 11.98189], [0.67179, 18.26538, 15.47559], [-0.47821, 19.35296, 16.36410], [1.16231, 19.39890, 16.86979], [0.22850, 19.45197, 13.53496], [-0.80664, 20.69711, 14.33861], [1.58915, 21.35709, 12.61841], [0.07774, 22.99728, 14.72965], [1.14957, 23.60598, 13.32416], [1.72058, 22.60057, 14.59881], [-1.19326, 21.92873, 12.21705], [0.03940, 21.30990, 11.21237]], "atomic_forces_ev_per_a": [[-0.8925, -1.3929, -0.3505], [0.1641, 2.0498, -0.2470], [-0.3603, 0.2404, 0.1108], [-0.6708, 0.4268, 0.7118], [0.6976, 0.0922, 0.7801], [-0.1532, -0.9820, -0.9673], [0.3546, -0.1775, -0.6161], [0.9567, 0.5561, 0.2993], [0.0592, -0.3384, 0.2624], [-0.4101, 0.1851, 0.2724], [-0.0375, -0.6778, 0.6780], [-0.4542, -0.5575, -0.0646], [0.0032, 0.3425, -0.1006], [0.1366, -0.1451, -0.2859], [0.2575, -0.7937, -0.3569], [-0.4203, 1.1073, 0.3942], [0.7599, -0.0365, -0.5096], [-0.1595, 0.4125, -0.2028], [-0.8278, -0.2266, -1.5816], [0.6556, 1.0549, 0.2154], [0.5755, 1.0759, 0.8100], [-0.4160, -0.3390, -0.1422], [0.5187, -0.5841, -0.8706], [0.0300, -0.5859, 0.4466], [0.0557, 0.5311, 0.2972], [0.4212, -0.3965, 0.3157], [-0.6804, -0.1535, 0.3763], [0.3293, 0.0399, -0.1463], [0.5304, -0.4185, -0.1059], [0.2403, -0.6301, 0.7626], [-0.1075, 0.1521, -0.2377], [-0.4538, 0.3342, -0.3914], [-0.2187, -0.1652, 0.5289], [-0.5416, -0.1003, -0.1466], [-0.5969, 0.5102, 0.3452], [0.8844, -0.9864, -1.4757], [1.1769, -0.2007, -0.6228], [0.4913, -0.5513, -0.8632], [-1.2667, 0.2973, 0.2774], [0.8681, -0.3254, 3.0113], [-0.6800, 0.1884, -0.1501], [0.2030, -0.4809, 0.0529], [0.2776, 0.5190, 0.0273], [-2.0738, -0.3975, 1.2434], [0.7152, 0.9902, 0.2148], [-0.0377, -0.2668, 0.0657], [-0.0117, -0.2405, -0.1565], [0.2565, 0.6159, -0.1826], [-0.0246, -0.1842, 0.3468], [-0.0352, 0.8246, -1.7644], [-0.1349, -0.3237, -0.3389], [1.0457, 0.6096, 0.9874], [-1.0952, 0.4151, 0.5518], [0.2683, 0.5246, -0.7691], [0.2370, 0.2959, -0.7316], [-1.4060, 1.2243, -0.0716], [-0.1669, -0.9196, 1.0073], [-0.9597, -1.0439, 0.6218], [1.2574, 0.1826, -0.1984], [-0.9045, -0.0671, -1.6654], [0.7244, -1.3224, -0.2653], [-0.6333, 0.5392, 0.3437], [0.1891, -0.2616, 0.2701], [0.0775, -0.1970, 1.0042], [0.2854, -0.8670, 0.0284], [0.6818, -0.3440, -0.2658], [-0.4214, -0.1405, -0.0357], [0.8992, 1.2941, -0.8400], [-1.1681, -1.3081, -0.0949], [0.7047, -0.7439, 0.5668], [-1.3161, 1.0189, 0.0979], [0.3404, -0.2682, -0.2614], [-0.4572, 1.0878, 0.9988], [0.6950, 0.3250, 0.0141], [0.7811, 0.6749, 0.4666], [-0.0731, -0.0908, -0.1133], [0.2654, 0.5467, -0.4477], [0.4618, -0.1202, -0.6476], [-0.0829, -0.1368, 0.1294], [0.3165, 0.0878, -0.2346], [-0.6213, -0.2242, -0.0425], [1.0743, -0.6149, -0.5182], [-0.2512, -0.0165, 0.2882], [-0.4916, -0.5853, -0.0239], [-0.0696, 0.5155, -0.2732], [-0.0436, 0.6801, 1.5575], [0.2793, -0.1454, 0.5687], [0.5470, 0.4101, -0.3287], [-0.4192, -0.4316, -0.2036], [-1.0293, -0.1286, -0.0087], [0.4777, 0.2628, 0.3697], [-0.4305, -0.5369, -0.2315], [-0.3406, 0.4587, -0.3132], [0.7758, 0.0662, -1.1217], [-0.9129, -0.1328, 0.1807], [0.0882, -0.4836, -0.6134], [-0.0004, 0.3757, 0.2858], [0.7920, -0.4314, -0.1753], [-0.1136, 0.1242, 0.0387], [0.0912, -0.0546, 0.0827], [0.0255, -0.0130, 0.3345], [0.1687, -0.1919, -0.4819], [-1.2850, 2.2417, 0.5736], [-0.5078, -0.5049, 0.1059], [1.0534, -0.0479, -0.1084], [0.3881, 0.8341, 0.3223], [0.7613, -0.2089, 0.7916], [0.4731, -0.6262, 0.6504], [1.0434, -0.3797, -0.6958], [0.4312, -0.4778, -0.2710], [0.6815, -0.3284, 0.1233], [-0.9554, 0.0278, -0.6393], [-0.5910, -0.0609, 0.3015], [-0.2230, -0.0385, 0.0450], [0.6421, -0.9520, -1.4266], [-0.9435, 0.4874, 0.1225], [-0.2321, 0.0827, 0.4166], [-0.3146, -0.0709, -0.4072], [-0.4916, 0.1835, 0.1764], [-0.8868, -0.2940, 0.2069], [1.1887, -1.7000, 0.6173], [-1.5649, 2.0419, -0.8909], [0.4345, -0.5325, 0.7875], [-1.7506, 0.6072, 0.5537], [0.3454, 0.4782, 1.3925], [0.0708, 0.4398, -0.1789], [1.4009, -0.6373, 0.3732], [-0.2514, -0.0275, -0.6729], [0.0419, -0.0927, 0.1609], [0.7196, 0.2440, 0.3628], [-0.2416, -0.2307, -0.6909], [0.5163, -0.5211, -0.2951], [0.3548, 0.4852, -0.4582], [0.2831, -0.0954, 0.0001], [-0.7803, 0.0779, -1.7364], [0.2646, -0.4268, 0.4323], [-0.0235, 1.2266, -0.3212], [0.9022, -0.2956, -1.4732], [-1.1749, 1.5215, 0.8303], [-0.5607, -1.4456, 1.7356], [0.5794, 1.4194, 0.1694], [0.4072, -0.5247, 0.3751], [-0.7467, -0.6968, 0.2988], [-0.0159, 0.3212, -0.3209], [0.3985, -0.1242, 0.3835], [0.2801, -1.7053, -0.2582], [0.1086, 0.4601, -0.6009], [-0.0101, 0.5595, -0.0568], [-0.1341, -0.6014, -0.8847], [-0.0940, -0.4671, 0.2280], [-0.1623, -0.2031, 0.2069], [0.4817, 0.1333, -0.6764], [-0.1581, 0.5075, 0.3497], [-2.5139, -0.0786, 1.3279], [1.9144, 0.2270, -0.3758], [-1.1083, -0.6146, -1.2024], [1.4676, -1.4062, 2.2139], [-0.1969, 0.2619, -1.7068], [0.3147, -0.6604, -0.6958], [0.0916, 0.6092, 0.4890], [-0.0500, -0.7817, -1.2386], [1.7649, -0.3485, 0.2514], [-0.9446, 0.1751, -0.3856], [0.0254, 0.7785, 0.4682], [0.0351, -0.2915, -0.0403], [-1.1075, 0.4219, 0.8975], [-0.3833, 0.8235, 0.3850], [0.4330, 0.3006, -0.2309], [-0.4574, 0.8603, -0.2299], [0.5830, -0.2754, 0.1583], [-0.2211, -0.5296, 2.1350], [0.5346, -0.8873, -0.1560], [-2.0246, -1.3644, -0.8510], [0.7877, 2.4924, 1.0529], [1.2576, 0.2614, 0.3967], [-2.4087, -1.0884, 0.0196], [0.6160, 0.5066, -0.3464], [-0.6331, 0.3381, -0.3976], [0.1801, 0.2454, -0.9840], [0.2785, 0.1611, -0.3656], [0.4088, 0.1420, -0.3776], [1.0559, -0.0764, 0.3696], [-0.2434, 0.4028, -0.0869], [-0.7491, -0.3695, 0.1459], [0.0109, -0.4962, -0.3797], [0.7141, 1.0569, -0.2091], [0.2958, -0.7149, -0.0106], [-0.8748, -0.1188, 2.8813], [0.0159, 1.2869, -0.9076], [1.3949, -1.5613, -0.6234], [0.0303, 0.2878, 0.3085], [-0.7007, -0.6307, -0.3182], [-0.8475, 0.5335, 0.7890], [0.1792, 0.1018, 0.0366], [0.7988, 0.0663, -1.0615], [0.0487, -0.8732, -0.5437], [-0.5827, 0.7749, -0.3376], [-1.2870, 0.0970, 0.2193], [0.5730, -0.3045, 0.3746], [0.0456, 0.3314, -0.8436], [-0.2982, 0.9384, 0.0613], [1.4075, -0.1960, 0.9206], [0.5260, -0.1987, -0.2782], [-0.4049, -0.4647, -0.5327]]}